No. 1
Below is one molecule with the formula C2H3N3O, with properties calculated with ωB97M-V/def2-TZVPD.

Each line ends with the Mulliken charge.
Geometry (Å):
O -0.06054 0.98255 1.99158  -0.48
C 0.00312 0.28209 0.85570  0.63
N 1.03265 -0.47614 0.55056  -0.69
N 0.72007 -0.82560 -0.72537  0.21
C -0.44268 -0.27384 -1.09506  -0.08
N -0.95465 0.41336 -0.09675  -0.56
H -0.83614 1.55287 1.89030  0.35
H 1.39871 -1.31880 -1.28227  0.22
H -0.86053 -0.33649 -2.08870  0.39

Values from the calculation:
- Max |F|: 0.381 eV/A
- Structure (SMILES): Oc1nc[nH]n1
- Orbital gap: 10.316 eV


No. 2
Below is C2H3N3O as an isolated structure, with properties calculated with ωB97M-V/def2-TZVPD.

Each line ends with the Mulliken charge.
Geometry (Å):
O -2.17370 -0.21322 -0.24308  -0.46
C -0.87974 -0.06354 -0.09834  0.57
N 0.00476 -0.98190 0.24286  -0.84
N 2.18683 0.03353 0.27485  -0.82
N 0.96597 0.16183 0.09644  0.90
C -0.00172 1.06059 -0.24342  -0.41
H -2.37863 -1.14245 -0.04899  0.37
H 2.30022 -0.95759 0.53320  0.32
H -0.02045 2.10542 -0.51114  0.36

Values from the calculation:
- Max |F|: 0.649 eV/A
- Orbital gap (spin up / spin down): 8.498 / 8.497 eV


No. 3
Below is one molecule with the formula C2H3N3O at a distorted geometry, with properties calculated with ωB97M-V/def2-TZVPD.

Each line ends with the Mulliken charge.
Geometry (Å):
C 0.08765 1.16140 -0.11891  0.00
C 1.29391 0.57058 0.07109  -0.34
H -2.11944 -1.00325 0.43515  0.43
H -0.30588 2.18123 0.33984  0.28
H 2.26362 1.19255 0.25591  0.30
N -0.60982 -0.02440 -0.18982  0.59
N 1.43653 -0.72552 0.00923  -0.34
N 0.19685 -1.10910 0.00332  -0.42
O -1.91158 0.03134 0.06213  -0.50

Values from the calculation:
- Max |F|: 9.137 eV/A
- Structure (SMILES): On1ccnn1
- Orbital gap: 10.256 eV


No. 4
Below is one molecule with the formula C2H3N3O at a distorted geometry, with properties calculated with ωB97M-V/def2-TZVPD.

Each line ends with the Mulliken charge.
Geometry (Å):
C 1.28552 -0.97276 0.00036  0.43
C -0.96247 -0.15057 -0.00008  -0.81
N 1.94933 -1.90463 0.00236  -0.35
N 1.00321 1.30716 -0.00441  -0.14
N 0.47540 0.08084 -0.00227  0.33
O 0.20372 2.21974 0.00410  -0.40
H -1.36827 0.06661 0.99037  0.28
H -1.41664 0.53519 -0.71844  0.28
H -1.16980 -1.18157 -0.27198  0.36

Values from the calculation:
- Max |F|: 1.732 eV/A
- Structure (SMILES): CN(C#N)N=O
- Orbital gap: 10.429 eV


No. 5
Below is one molecule with the formula C2H3N3O, with properties calculated with ωB97M-V/def2-TZVPD.

Each line ends with the Mulliken charge.
Geometry (Å):
O 1.62378 -0.99200 1.11716  -0.52
C 0.61136 -0.52050 0.35915  0.19
N 0.13340 0.75350 0.66373  -0.11
N -0.77855 1.19916 -0.06523  -0.52
N -1.13928 -0.93477 -1.19018  -0.44
C -0.04180 -1.04584 -0.67612  0.52
H 1.98506 -0.19138 1.52018  0.35
H -1.04259 2.11353 0.28059  0.23
H -1.35106 -0.38524 -2.00113  0.30

Values from the calculation:
- Max |F|: 0.873 eV/A
- Structure (SMILES): [H]/N=N/C(O)=C=N
- Orbital gap: 8.662 eV


No. 6
Below is a 2-piece molecular cluster, C2H3N3O overall at a distorted geometry, with properties calculated with ωB97M-V/def2-TZVPD.

Each line ends with the Mulliken charge.
Geometry (Å):
N 1.77721 -0.37129 -0.06262  -0.49
C 0.70539 -1.14867 -0.34632  0.50
C -0.82530 1.30097 0.14578  -0.30
O -1.81684 0.54165 0.01076  0.05
N -2.53275 -0.39926 -0.12395  -0.04
N -0.13280 -1.91221 -0.61088  -0.48
H 2.46744 -0.88421 0.47105  0.26
H 1.52843 0.52951 0.33534  0.29
H -1.17077 2.34351 0.18081  0.22

Values from the calculation:
- Max |F|: 1.318 eV/A
- Orbital gap (spin up / spin down): 8.522 / 8.521 eV


No. 7
Below is C2H3N3O as an isolated structure at a distorted geometry, with properties calculated with ωB97M-V/def2-TZVPD.

Each line ends with the Mulliken charge.
Geometry (Å):
O 0.74778 1.92005 -0.85021  -0.46
C 0.17406 0.86841 -0.28046  0.57
N -0.98520 0.71387 0.27459  -0.59
N -0.85803 -2.03430 0.56570  -0.79
N -0.31553 -0.95068 0.29508  0.63
C 0.77525 -0.44339 -0.22073  -0.37
H 0.14878 2.67651 -0.79428  0.37
H -1.43343 -1.86860 1.39419  0.27
H 1.74632 -0.88188 -0.38388  0.38

Values from the calculation:
- Max |F|: 1.031 eV/A
- Orbital gap: 8.557 eV


No. 8
Below is one molecule with the formula C2H3N3O2 at a distorted geometry, with properties calculated with ωB97M-V/def2-TZVPD.

Each line ends with the Mulliken charge.
Geometry (Å):
C -0.98266 -2.02003 0.02417  0.03
C -1.25409 0.46054 0.09751  0.41
N -1.31249 -0.88634 0.43492  -0.29
N 0.03745 0.91693 0.21442  0.20
N 1.05185 0.10077 0.27154  -0.40
O -2.23851 1.19057 -0.00502  -0.56
O 2.19190 0.81343 0.00327  -0.39
H -0.66183 -2.41319 -0.87485  0.31
H 0.33377 1.73085 -0.30104  0.28
H 2.83461 0.10648 0.13510  0.40

Values from the calculation:
- Max |F|: 5.260 eV/A
- Orbital gap (spin up / spin down): 8.732 / 7.750 eV


So what do the calculations give for ΔE to the lowest compared entry with this formula, charge and spin? Going down the list: 34.12 437.43 464.57 318.99 387.44 792.01 495.39 616.55 kJ/mol.